Record 1
The following is a quantum chemistry calculation of C6H13DyO4 as an isolated structure in a non-equilibrium geometry, from the OMol25 dataset.

LUMO energy (spin up / spin down) (eV): -3.24 / -4.48
Max |F| (eV/Å): 4.8
Spin multiplicity: 7
Relative energy (zero: lowest compared OMol25 entry of this formula, charge and spin) (eV): 0.000
Charge: +1

Geometry (Å):
C -1.3978 1.4246 1.4577
O -1.3318 0.1581 2.0606
H -1.4466 1.3324 0.3550
H -2.2637 1.9756 1.8590
H -0.4472 1.9800 1.5698
O -0.4853 0.5672 -2.9860
C -1.3260 -0.2899 -3.2285
C -1.3282 -1.5768 -2.4626
O -0.2478 -1.7088 -1.6277
C -0.3883 -0.9054 1.2542
C 1.0535 -0.5402 1.5288
O 1.5146 0.3919 0.5496
C 2.5931 1.2027 0.9973
Dy 1.5009 -0.2184 -1.8587
H -2.2233 -0.0317 -3.8224
H -1.4362 -2.3851 -3.2194
H -2.2894 -1.5767 -1.8977
H -0.6225 -1.8504 1.7625
H -0.8442 -0.6761 0.2791
H 1.7023 -1.4296 1.5632
H 1.1380 -0.0896 2.5314
H 2.8847 1.8495 0.1643
H 2.2567 1.8213 1.8424
H 3.4343 0.5755 1.3281

So, what does the Löwdin scheme give us? The charges, in e, come out as: atom 1 (C): -0.1474, atom 2 (O): -0.2181, atom 3 (H): 0.0764, atom 4 (H): 0.1037, atom 5 (H): 0.0751, atom 6 (O): -0.1484, atom 7 (C): -0.1844, atom 8 (C): -0.3536, atom 9 (O): -0.4548, atom 10 (C): -0.0315, atom 11 (C): -0.1944, atom 12 (O): -0.4267, atom 13 (C): -0.0808, atom 14 (Dy): 1.7207, atom 15 (H): 0.1499, atom 16 (H): 0.1393, atom 17 (H): 0.1482, atom 18 (H): 0.1378, atom 19 (H): 0.0895, atom 20 (H): 0.1394, atom 21 (H): 0.1483, atom 22 (H): 0.0893, atom 23 (H): 0.1124, atom 24 (H): 0.1101

Record 2
The following is a quantum chemistry calculation of one molecule with the formula CH4N2O2 in a non-equilibrium geometry, from the OMol25 dataset.

LUMO energy (eV): 0.88
Max |F| (eV/Å): 7.0
Relative energy (zero: lowest compared OMol25 entry of this formula, charge and spin) (eV): 3.816
Charge: 0

Geometry (Å):
C 1.2765 -0.1600 -0.1124
N -0.9577 -0.2870 -0.6474
N -0.0958 0.1191 0.1862
O -0.3885 0.7332 1.2495
O -2.2029 -0.1086 -0.2687
H 1.5186 0.4776 -1.0102
H 1.1151 -1.1538 -0.5992
H 1.8654 -0.0065 0.6736
H -2.1306 0.3861 0.5285

So, what does the Löwdin scheme give us? The charges, in e, come out as: atom 1 (C): 0.0269, atom 2 (N): 0.0129, atom 3 (N): -0.3826, atom 4 (O): -0.0473, atom 5 (O): 0.0453, atom 6 (H): 0.1219, atom 7 (H): 0.1148, atom 8 (H): 0.0500, atom 9 (H): 0.0580

Record 3
The following is a quantum chemistry calculation of C4H11NO as an isolated structure in a non-equilibrium geometry, from the OMol25 dataset.

LUMO energy (eV): 0.84
Max |F| (eV/Å): 2.3
Relative energy (zero: lowest compared OMol25 entry of this formula, charge and spin) (eV): 5.014
Charge: 0

Geometry (Å):
C 0.2120 0.4500 1.4361
C -0.5957 -0.6134 0.7393
O 1.6018 0.1558 1.3452
N -1.9707 -0.3136 0.6711
H 2.0879 0.7960 1.8742
H -2.5050 -1.1756 0.7570
H -0.1370 0.4382 2.4775
H -0.0369 1.4272 1.0087
H -0.2864 -1.6232 1.0217
C 0.1924 -0.6433 -1.0676
C 0.4190 0.7066 -1.7206
H 1.0962 1.3173 -1.1236
H 0.8601 0.5920 -2.7142
H -0.3736 -1.3440 -1.6908
H 1.1203 -1.1174 -0.7581
H -1.1646 -0.3081 -0.4147
H -0.5199 1.2556 -1.8414

So, what does the Löwdin scheme give us? The charges, in e, come out as: atom 1 (C): -0.2480, atom 2 (C): -0.3880, atom 3 (O): -0.0705, atom 4 (N): -0.0310, atom 5 (H): 0.0901, atom 6 (H): 0.0345, atom 7 (H): 0.1272, atom 8 (H): 0.1212, atom 9 (H): 0.1389, atom 10 (C): -0.1689, atom 11 (C): -0.1339, atom 12 (H): 0.0658, atom 13 (H): 0.0726, atom 14 (H): 0.0968, atom 15 (H): 0.0864, atom 16 (H): 0.1298, atom 17 (H): 0.0769

Record 4
The following is a quantum chemistry calculation of C16H45BIN3NbO5 as an isolated structure in a non-equilibrium geometry, from the OMol25 dataset.

LUMO energy (eV): 1.84
Max |F| (eV/Å): 3.1
Charge: -1

Geometry (Å):
C 4.6765 3.4003 4.1684
C 3.7792 2.2464 4.9102
B 3.9983 0.7182 4.3445
O 2.9964 -0.3212 4.7719
Nb 5.6485 0.0040 2.9343
I 7.4333 -0.2261 5.1869
C 4.1172 0.2557 1.2055
C 4.2584 1.7246 0.4855
N 3.1479 2.7002 0.8098
H 4.8349 3.2492 3.0190
H 4.1238 4.4520 4.2852
H 5.6854 3.5145 4.7818
H 2.6452 2.5067 4.7848
H 4.0280 2.2544 6.0592
H 2.1154 0.0285 4.4046
H 6.3169 1.6858 2.6854
H 6.9514 -0.5705 1.7668
H 5.1987 -1.7483 3.1467
H 4.2628 -0.6325 0.4575
H 3.0335 0.1642 1.6975
H 4.2428 1.5217 -0.6861
H 5.2829 2.2302 0.8158
H 2.4289 2.2970 1.4551
H 3.6076 3.5389 1.2331
C 1.4584 -2.6095 3.6159
O 1.0680 -3.7555 2.8705
C -0.2768 -4.1736 3.1371
C -1.1844 -3.8951 1.9278
N -1.4129 -2.4557 1.7578
C -2.0264 -2.1082 0.4634
C -1.2412 -2.4521 -0.8194
O -0.0433 -1.6906 -0.9948
C 1.0800 -2.1897 -0.2837
H 2.5389 -2.4841 3.5033
H 0.9745 -1.7109 3.2264
H 1.2305 -2.7272 4.6784
H -0.6770 -3.7287 4.0556
H -0.2368 -5.2581 3.2904
H -2.1468 -4.3967 2.0749
H -0.7029 -4.3316 1.0474
H -0.5282 -1.9695 1.8239
H -2.1792 -1.0205 0.4816
H -3.0213 -2.5639 0.4114
H -1.8840 -2.1876 -1.6637
H -1.0430 -3.5241 -0.9198
H 1.0742 -3.2794 -0.2027
H 1.1284 -1.7288 0.7031
H 1.9836 -1.8911 -0.8236
C -1.7208 0.1103 -3.4843
O -2.0159 1.4908 -3.6531
C -2.1189 1.8842 -5.0275
C -3.5768 2.2061 -5.3948
N -4.3939 0.9881 -5.4349
C -5.8423 1.2552 -5.4933
C -6.4802 2.0191 -4.3143
O -6.4964 1.2898 -3.0841
C -5.2836 1.3518 -2.3479
H -1.4669 -0.0559 -2.4337
H -2.5933 -0.5037 -3.7192
H -0.8710 -0.1949 -4.1002
H -1.6839 1.1421 -5.7069
H -1.5310 2.8036 -5.1289
H -3.6038 2.6894 -6.3772
H -3.9535 2.9177 -4.6537
H -4.2115 0.4390 -4.6049
H -6.3301 0.2732 -5.5599
H -6.0662 1.7809 -6.4281
H -7.5301 2.1810 -4.5739
H -6.0505 3.0162 -4.1738
H -4.7708 2.3095 -2.4651
H -4.6324 0.5265 -2.6368
H -5.5223 1.2183 -1.2885

So, what does the Löwdin scheme give us? The charges, in e, come out as: atom 1 (C): -0.2026, atom 2 (C): -0.2470, atom 3 (B): -0.6495, atom 4 (O): -0.1280, atom 5 (Nb): 0.9510, atom 6 (I): -0.1468, atom 7 (C): -0.3958, atom 8 (C): -0.3797, atom 9 (N): -0.0667, atom 10 (H): 0.0140, atom 11 (H): 0.0704, atom 12 (H): 0.0839, atom 13 (H): 0.0903, atom 14 (H): 0.1080, atom 15 (H): 0.0868, atom 16 (H): -0.1381, atom 17 (H): -0.1924, atom 18 (H): -0.1439, atom 19 (H): 0.0357, atom 20 (H): 0.0340, atom 21 (H): 0.0987, atom 22 (H): 0.0666, atom 23 (H): 0.0551, atom 24 (H): 0.0471, atom 25 (C): -0.1185, atom 26 (O): -0.1913, atom 27 (C): -0.2073, atom 28 (C): -0.2104, atom 29 (N): -0.0521, atom 30 (C): -0.1923, atom 31 (C): -0.2205, atom 32 (O): -0.1943, atom 33 (C): -0.0865, atom 34 (H): 0.0753, atom 35 (H): 0.0651, atom 36 (H): 0.0917, atom 37 (H): 0.1185, atom 38 (H): 0.1153, atom 39 (H): 0.1165, atom 40 (H): 0.0966, atom 41 (H): 0.0632, atom 42 (H): 0.1176, atom 43 (H): 0.1123, atom 44 (H): 0.0992, atom 45 (H): 0.1088, atom 46 (H): 0.0897, atom 47 (H): 0.0662, atom 48 (H): 0.0896, atom 49 (C): -0.1065, atom 50 (O): -0.1911, atom 51 (C): -0.2032, atom 52 (C): -0.2088, atom 53 (N): -0.0552, atom 54 (C): -0.1951, atom 55 (C): -0.2187, atom 56 (O): -0.1845, atom 57 (C): -0.0972, atom 58 (H): 0.0770, atom 59 (H): 0.0714, atom 60 (H): 0.0947, atom 61 (H): 0.1198, atom 62 (H): 0.1189, atom 63 (H): 0.1186, atom 64 (H): 0.0972, atom 65 (H): 0.0606, atom 66 (H): 0.1169, atom 67 (H): 0.1122, atom 68 (H): 0.1155, atom 69 (H): 0.1071, atom 70 (H): 0.0893, atom 71 (H): 0.0676, atom 72 (H): 0.0899

Number 1: molecular weight 311.7 g mol⁻¹, energy -38698.0934 eV. Number 2: molecular weight 76.1 g mol⁻¹, energy -8172.8690 eV. Number 3: molecular weight 89.1 g mol⁻¹, energy -7859.5392 eV. Number 4: molecular weight 590.2 g mol⁻¹, energy -42349.0354 eV.